The following is a DFT calculation (the ωB97M-V functional and the def2-TZVPD basis) of C31H29N9O9S3Ti as an isolated structure.

Geometry as XYZ:
```
82
Properties=species:S:1:pos:R:3:forces:R:3
S 2.48586 2.21938 -3.38486 -0.04 0.00 -0.06
H 1.27641 -3.97305 -1.43833 0.02 0.01 0.02
H 1.40157 -2.36570 0.37988 0.01 0.05 -0.03
N 1.74425 1.93167 0.24799 0.15 -0.21 0.18
C -1.85031 4.12261 1.29025 -0.11 -0.03 0.05
H 4.83134 2.75767 -0.73799 0.00 -0.01 0.01
C 2.10445 -6.57378 -1.48658 0.01 -0.01 0.00
C 2.84503 -5.91281 0.83348 0.02 -0.01 0.01
N 3.49468 -0.99454 1.56498 0.16 -0.02 0.12
H -1.98436 1.84116 3.22827 -0.03 -0.01 0.02
H -0.25921 0.86544 -5.17070 0.01 -0.01 -0.02
Ti -0.46049 2.22901 -0.30758 0.13 0.72 -0.24
O 2.47521 -0.66236 3.58792 -0.11 -0.01 -0.08
C -3.86735 -2.13114 3.67101 0.00 -0.01 0.00
O -4.88858 2.53515 -0.88791 0.02 0.06 -0.15
H 2.34722 -6.13081 -2.45336 0.00 0.00 0.01
C -0.74957 0.48825 -4.27557 0.02 0.00 0.02
C 0.02541 -0.59483 -3.55075 0.00 -0.03 -0.03
H 1.00471 -0.79846 -3.98479 -0.01 0.04 0.00
H 1.07853 -6.94513 -1.54790 0.00 0.01 0.00
C 4.36787 0.98307 0.39221 0.10 0.13 0.06
H -0.37063 -0.36117 3.68728 -0.06 -0.01 0.05
C -4.24263 0.15680 2.68083 0.01 -0.02 0.01
H -4.33526 -3.08965 3.43712 0.01 0.01 0.00
H 2.75997 -7.43223 -1.33256 -0.01 0.00 0.00
C -3.57718 -1.62664 1.22969 0.01 -0.01 0.01
H -3.77456 4.04820 0.33078 -0.04 0.05 0.00
C -3.50962 -0.74290 0.16293 0.03 -0.01 0.00
O -3.40373 0.99363 -2.14510 0.04 -0.06 0.08
C 2.05043 0.79360 0.87493 0.14 0.05 -0.15
H -4.36362 -1.70923 4.54598 0.00 0.00 -0.01
H 3.46152 -5.25969 2.78763 -0.01 0.01 -0.02
O -0.44873 -1.33290 1.46631 -0.02 0.01 0.03
C 0.25072 -0.03515 -2.15744 0.24 -0.11 0.10
N 0.30599 6.88279 -3.89690 0.00 -0.05 0.03
C -0.72580 -0.17263 1.72929 -0.07 0.12 -0.01
S -3.66834 1.76446 -0.96030 0.07 0.03 0.01
C 2.80183 -1.40688 2.68188 0.17 0.05 0.07
N 2.58874 -2.76954 2.76138 0.27 -0.01 -0.01
C 2.25273 -5.56900 -0.37477 -0.01 0.03 0.02
C 4.06930 2.17714 -0.23812 0.10 -0.03 0.06
C 1.76703 -4.26990 -0.51739 -0.02 -0.05 -0.07
H 1.25688 0.20560 1.27856 -0.09 -0.06 0.01
H -3.29732 -2.66332 1.08116 0.00 0.01 0.00
C -2.72673 3.98496 0.05651 -0.03 -0.04 -0.06
O -0.68119 3.54978 1.13384 -0.02 -0.05 -0.07
C 2.75931 2.62056 -0.29038 -0.05 0.04 -0.01
H -4.51061 0.51421 3.66932 -0.01 0.00 0.00
O 0.88316 -0.62421 -1.29846 -0.09 -0.01 0.04
C -4.18370 1.04754 1.62308 0.00 0.00 -0.01
O -2.21699 4.68347 2.30355 0.07 0.02 -0.03
H -0.51027 -1.54133 -3.45394 0.01 0.01 0.00
O -0.88059 0.78752 0.83982 0.15 -0.33 0.06
C 0.59441 5.83457 -3.50860 0.01 0.02 -0.08
C 1.85708 -3.34050 0.50261 0.02 0.00 0.05
C -3.80125 0.59238 0.36796 -0.05 0.05 0.03
H -1.77310 0.20357 -4.52139 0.00 0.00 -0.01
H 2.39196 -3.08828 3.69388 -0.15 0.02 0.00
C 2.49005 -3.69124 1.69659 -0.14 0.00 -0.07
C 0.96214 4.55387 -2.97679 -0.13 -0.03 -0.07
H -0.43217 2.17109 2.91905 0.04 0.01 -0.02
H -2.48892 4.81747 -0.61319 0.03 -0.01 -0.03
N 2.54394 4.67770 -6.03637 0.00 0.00 0.00
H 3.22697 -6.91849 0.97637 0.00 0.01 0.00
H 3.91102 -1.70486 0.98687 -0.18 -0.08 -0.09
N -2.40610 2.71111 -0.60852 -0.25 -0.06 0.26
C 2.19122 4.29398 -5.00857 -0.02 0.01 0.00
H -3.19462 -1.06884 -0.81916 0.00 0.00 0.01
H 5.38097 0.59961 0.43072 0.00 0.00 -0.01
N -0.31926 1.20704 -2.02675 -0.35 0.08 -0.35
O -1.29145 2.70804 -3.51794 -0.09 0.07 -0.02
C 2.97455 -4.98415 1.85805 0.06 0.04 0.01
C -3.92419 -1.18809 2.50121 0.01 0.02 0.01
N -0.87525 0.22166 3.03917 0.06 0.05 -0.06
H -4.42067 2.09495 1.76876 0.00 -0.01 0.00
C 3.32961 0.28446 0.97757 -0.25 -0.04 0.00
H -2.82469 -2.32566 3.93544 -0.01 0.00 0.00
N -1.03788 1.55348 3.45148 -0.01 0.00 0.02
C -0.83700 1.62673 -3.27396 0.07 -0.10 0.09
S 0.28511 4.36656 -1.35148 0.11 -0.33 0.26
H 2.49375 3.53955 -0.78706 0.04 -0.01 0.03
C 1.79099 3.75759 -3.72215 0.05 0.05 0.03
```
Positions in Å, forces in eV/Å.

Frontier orbital gap in eV: 5.399
Net charge: -2
Energy relative to the best compared isomer or geometry (same formula, charge and spin) in eV: 1.343
Electronic energy in Eh: -4413.0595

---

The following is a DFT calculation (the ωB97M-V functional and the def2-TZVPD basis) of C31H30BiN5O8S3 as an isolated structure.

Geometry as XYZ:
```
78
Properties=species:S:1:pos:R:3:forces:R:3
H -0.19453 -3.22296 -0.42778 0.00 0.00 -0.01
H -2.39026 -0.56901 3.80933 0.04 0.05 -0.03
H 4.19110 -2.38791 2.34754 0.01 0.05 -0.02
C 2.91656 -1.34343 1.00679 -0.01 0.06 -0.19
C -0.39332 -1.31747 3.83643 0.13 0.14 -0.05
O -2.03108 -2.45001 2.17338 -0.06 0.07 -0.07
H 1.65654 -1.88380 4.03897 0.03 0.07 0.01
H -0.23813 0.88604 -3.50542 -0.16 -0.05 -0.15
C 3.87192 -3.46140 0.48661 -0.02 0.05 0.02
C -2.85484 -3.55600 -2.47000 0.00 0.02 0.02
C -1.79270 -3.91047 -1.65111 0.00 0.04 0.01
H -2.00970 0.90344 -1.92375 -0.11 -0.06 -0.04
H 0.70599 2.48039 6.49299 0.00 0.00 0.02
O 1.35743 -0.94848 -2.60398 -0.03 -0.15 0.04
C -3.13658 0.10409 -4.96622 0.04 0.03 0.04
O 4.64201 -4.54598 0.79815 0.02 -0.04 0.03
N -0.94700 2.73600 -0.92445 0.29 -0.29 0.17
H 4.23104 2.37800 -3.98108 -0.02 -0.02 -0.02
N 1.30259 2.04071 -2.37706 0.10 0.08 0.25
H -1.60228 -4.95186 -1.41678 0.01 0.02 0.00
H -4.46812 4.50290 2.76055 0.04 0.01 0.00
S -4.24464 2.81393 1.10613 0.08 -0.02 0.17
H -3.19835 4.93533 1.57806 0.01 0.01 0.06
H 3.39753 -4.19820 -1.49448 0.02 0.04 -0.02
H -0.00810 4.50958 -0.47934 -0.06 0.10 -0.14
C -2.57014 0.23023 -2.57480 0.14 -0.09 -0.13
O 3.60297 -0.05716 2.85172 -0.13 -0.02 0.00
H 2.41416 0.71653 -3.45969 -0.02 0.04 0.07
C 3.71341 -2.40718 1.37506 0.07 -0.10 0.02
H 1.98793 5.25603 -1.71712 0.00 -0.03 0.01
N 2.32503 -1.31413 -0.19027 -0.07 -0.03 0.23
C 2.76687 -0.11716 1.93313 0.00 0.09 0.07
O 0.12073 -1.57083 1.35638 -0.29 0.01 -0.08
C -1.19833 -1.56636 -1.36915 -0.02 -0.16 0.02
O 2.20376 -2.91020 -3.33174 -0.05 0.07 0.00
H -2.98420 0.65688 -5.89917 0.00 -0.01 0.00
H 3.97295 4.71025 -3.12254 0.01 0.01 0.05
H -0.52364 1.75276 7.53224 0.01 0.01 -0.02
H -2.86633 3.72321 2.84701 -0.03 0.04 0.02
S -2.18319 0.67550 0.97345 -0.26 0.20 -0.21
C -3.62303 4.13326 2.17835 -0.03 -0.03 -0.12
O 1.85090 0.69035 1.64071 0.17 -0.13 -0.13
H -2.94937 -0.96107 -5.17836 -0.01 -0.01 0.00
H -0.66376 1.02923 -5.22156 0.01 0.00 -0.03
H -3.50999 -4.31544 -2.88397 0.01 0.01 0.00
H 2.10606 -0.23276 5.83266 -0.01 -0.03 0.00
C -0.98974 -2.92277 -1.10022 0.03 0.11 -0.04
C 2.12471 4.26225 -2.12706 0.04 0.13 0.05
S -0.61183 -2.34479 2.40210 0.23 -0.10 0.06
H -3.63212 0.42171 -2.39702 -0.02 0.04 0.03
C -1.41727 -0.49567 4.27801 -0.02 -0.08 0.02
N -2.03938 3.14392 -0.22717 -0.36 0.05 -0.13
C 2.51720 -2.30014 -1.06643 0.06 0.21 0.00
C 0.37085 1.54170 6.94238 -0.01 -0.02 -0.06
C 0.00735 3.56846 -1.03085 0.15 0.07 -0.04
N -2.27299 0.65623 -3.94843 -0.02 0.02 0.02
C 1.95548 -2.05675 -2.47554 0.06 0.05 0.02
C -2.65051 2.23744 0.47082 0.19 0.05 0.23
H -1.96368 1.07056 5.63508 -0.01 -0.03 0.02
C -1.16965 0.41017 5.30026 0.00 0.01 -0.01
O 0.09074 -3.58379 2.67060 -0.03 0.03 0.02
C 3.27753 -3.41175 -0.76353 0.02 -0.09 0.00
C 1.17916 3.27261 -1.87513 -0.01 -0.07 0.04
C 1.10654 -0.32712 5.42319 0.00 0.00 -0.04
C 3.22955 3.95353 -2.90136 0.03 0.00 -0.03
H -3.93757 -1.93634 -3.34714 0.00 0.01 0.03
C 3.37123 2.66523 -3.39113 -0.08 0.08 0.06
C -0.87195 0.48268 -4.29617 -0.05 -0.04 0.06
H -4.18240 0.21933 -4.66914 0.00 -0.01 -0.01
C 0.86916 -1.24055 4.41045 -0.12 -0.01 -0.02
C -2.25720 -1.21594 -2.21705 -0.04 0.06 0.03
C 2.37442 1.74091 -3.10115 0.02 0.01 -0.16
H 4.97707 -4.41868 1.69197 -0.03 -0.03 0.01
H 1.15536 1.20113 7.62024 0.00 0.02 0.00
C 0.09222 0.51257 5.87527 0.01 -0.01 0.08
C -3.08649 -2.21604 -2.73447 0.05 -0.01 0.00
H -0.58307 -0.56842 -4.43362 -0.01 -0.01 0.00
Bi 0.21142 0.01297 -0.40359 0.06 -0.49 -0.08
```
Positions in Å, forces in eV/Å.

Frontier orbital gap in eV: 6.882
Net charge: -2
Electronic energy in Eh: -3484.3027

---

The following is a DFT calculation (the ωB97M-V functional and the def2-TZVPD basis) of C31H30LiN5 as an isolated structure.

Geometry as XYZ:
```
67
Properties=species:S:1:pos:R:3:forces:R:3
Li -0.17945 0.50840 0.20835 0.26 0.38 -0.09
H -2.63274 -0.51375 -1.96470 0.07 -0.05 -0.01
C 2.41053 1.19027 -1.03560 -0.16 -0.02 -0.05
H -1.97218 4.63790 3.95336 0.01 -0.01 0.00
H -1.31678 1.02035 -2.69204 0.00 -0.01 0.04
C 0.26000 2.89522 2.13179 -0.03 -0.09 -0.14
N -2.05594 1.08810 -0.74441 -0.12 0.08 0.01
H -3.96890 0.25178 -1.14272 -0.04 0.04 -0.07
H -0.92125 3.52835 -1.01853 -0.03 0.00 -0.05
C 1.91334 -1.98815 0.82890 0.09 0.06 0.01
H 0.54409 -2.58156 -3.66042 0.03 -0.02 0.05
H 3.71148 3.31903 -3.30289 -0.01 0.00 0.02
H -3.63658 -2.69384 -1.17807 0.02 0.02 0.05
C 3.01051 -4.24345 -2.07977 0.01 -0.02 0.00
N -0.54283 2.34159 1.21618 -0.22 -0.06 0.28
H 4.41256 1.49279 -1.74200 -0.02 -0.01 0.00
N -2.35641 -0.75139 1.24294 0.06 -0.08 0.06
H 0.33357 0.23858 2.83730 0.03 -0.05 -0.03
H -1.76313 -1.34714 3.12136 -0.02 -0.02 -0.07
C -1.56578 3.99680 3.18132 0.01 0.02 -0.01
H 1.90690 -0.61961 4.48193 0.00 -0.01 -0.03
C 2.17110 -3.86080 -3.11535 -0.01 0.04 0.06
C 1.09463 -2.27183 -1.61752 0.02 0.16 0.08
C -2.39819 3.43640 2.23177 -0.08 0.03 -0.01
H -3.26793 2.78149 -0.33653 0.00 0.03 -0.02
C -1.84477 2.60981 1.25811 0.18 0.03 -0.09
C -0.71603 2.92444 -1.90709 0.01 -0.12 0.18
H 3.56748 -2.35754 3.80142 0.01 0.00 -0.01
N 1.12286 1.54464 -1.06800 0.07 0.15 -0.17
C 2.84762 -1.96984 3.09072 -0.08 0.03 -0.07
C -2.21362 -1.68123 2.19254 -0.04 0.14 -0.04
H -2.64050 2.16912 -2.46113 -0.05 -0.02 -0.02
H 3.75483 -5.01825 -2.22649 -0.05 0.06 0.02
C -1.72060 1.76998 -2.00825 0.01 0.02 0.04
H 1.31280 2.63953 2.05083 -0.08 -0.01 0.02
C -0.20303 3.72990 3.12959 0.00 0.05 0.04
C 1.65119 3.18021 -2.71747 0.01 0.01 -0.03
H 2.65199 0.36629 -0.36961 -0.03 0.08 -0.02
H -0.24164 -1.23952 -0.53508 0.16 -0.21 0.03
H 3.57067 -3.20321 1.55280 -0.03 -0.02 0.01
H -3.48909 1.41549 0.74383 -0.05 -0.03 -0.01
C -2.85992 -1.12171 0.07000 0.22 0.06 0.01
N 0.09774 -1.28693 -1.49564 -0.07 -0.30 -0.12
C 0.74222 2.52647 -1.89177 0.07 -0.11 0.06
H -3.39331 -4.40900 0.60754 -0.01 0.01 0.01
C 1.96346 -2.61439 -0.55206 -0.04 -0.02 0.00
H -0.62740 -1.40812 -2.18873 -0.03 -0.10 0.04
C 2.88801 -3.63167 -0.84375 -0.01 0.06 -0.02
C -2.58344 -3.00136 2.01832 0.01 -0.05 0.01
C -2.92330 -0.06526 -1.01573 -0.04 0.12 0.09
C 0.99639 -0.95419 1.16331 -0.15 -0.28 0.06
C -3.25442 -2.42709 -0.19851 -0.07 -0.05 -0.05
H -2.43193 -3.72172 2.81130 0.00 0.04 -0.02
H 2.24650 -4.31582 -4.09556 -0.01 0.01 0.02
H 1.31228 3.95573 -3.39476 0.00 -0.03 0.05
C 1.04269 -0.52545 2.50534 0.00 0.00 0.01
C 1.92660 -1.00076 3.46494 0.02 -0.01 -0.06
C 2.98811 2.82107 -2.66876 0.02 -0.01 0.01
H -0.88093 3.57372 -2.76717 0.00 0.03 -0.02
C 2.83187 -2.45103 1.79222 -0.03 -0.01 0.00
H -3.46666 3.62610 2.24115 0.08 -0.01 0.00
C 3.38048 1.80901 -1.80822 -0.01 0.02 -0.03
H 3.55296 -3.98080 -0.06948 0.01 0.04 0.00
H 0.48178 4.15132 3.85383 -0.02 -0.02 -0.04
C -2.73614 1.98592 0.20433 0.17 -0.03 0.04
C -3.11643 -3.37921 0.79449 0.02 -0.01 -0.02
C 1.22204 -2.89018 -2.86801 -0.02 0.07 0.00
```
Positions in Å, forces in eV/Å.

Frontier orbital gap in eV: 6.954
Net charge: 0
Electronic energy in Eh: -1480.6328

---

| no. | HOMO level (eV) |
| --- | --- |
| 1 | -1.737 |
| 2 | -2.686 |
| 3 | -6.610 |